1.
A molecular structure, C13H8BCl3F3GeNRhS2, computed with wB97M-V/def2-TZVPD.

Geometry (Å):
Rh -1.50 -0.41 0.92
S -0.99 -0.25 3.09
C 0.65 -0.11 2.50
N 0.84 -0.32 1.25
C 2.17 -0.10 0.90
C 2.70 -0.22 -0.38
C 4.05 0.04 -0.56
C 4.86 0.40 0.52
C 4.34 0.52 1.79
C 2.99 0.27 1.97
S 2.04 0.32 3.43
H 2.06 -0.51 -1.20
H 4.48 -0.05 -1.55
H 5.91 0.59 0.35
H 4.97 0.79 2.63
Cl -2.39 -3.66 2.40
Ge -3.24 -1.81 1.68
Cl -4.46 -1.15 3.31
Cl -4.65 -2.57 0.21
F 0.03 -0.05 -4.29
C -0.70 0.19 -3.20
C -1.78 -0.64 -2.93
C -2.53 -0.39 -1.79
C -2.20 0.68 -0.96
C -1.09 1.49 -1.25
C -0.34 1.26 -2.39
H -2.01 -1.45 -3.60
H -3.38 -1.03 -1.56
H -0.84 2.30 -0.58
H 0.52 1.87 -2.65
F -2.85 2.22 1.07
B -3.20 1.09 0.43
F -4.47 0.71 0.44

ΔE to the lowest compared entry with this formula, charge and spin: 58.9 kJ/mol
HOMO energy (spin up / spin down): -8.920 / -9.093 eV
multiplicity: 2
HOMO-LUMO gap (spin up / spin down): 7.446 / 6.913 eV
E_LUMO (spin up / spin down): -1.47 / -2.18 eV

=====

2.
11 unconnected molecules or ions with the total composition C13H8BCl40I, computed with wB97M-V/def2-TZVPD.

Geometry (Å):
Cl 2.12 0.44 0.98
C 2.53 -1.25 1.36
Cl 4.00 -1.70 0.50
Cl 2.78 -1.42 3.10
Cl 1.19 -2.30 0.85
Cl 6.38 -2.42 3.26
C 6.76 -3.85 2.29
Cl 6.98 -3.38 0.59
Cl 8.25 -4.59 2.89
Cl 5.43 -5.02 2.41
Cl 10.84 -6.97 3.27
C 10.37 -8.41 2.35
Cl 11.18 -9.83 3.04
Cl 8.62 -8.62 2.44
Cl 10.86 -8.21 0.66
Cl -9.19 2.14 0.09
C -8.44 3.53 0.88
Cl -9.53 4.92 0.81
Cl -8.10 3.14 2.57
Cl -6.92 3.93 0.05
Cl -1.54 4.87 -5.28
C -1.16 3.43 -6.23
Cl -0.93 3.88 -7.93
Cl 0.33 2.69 -5.61
Cl -2.49 2.27 -6.10
Cl 11.42 -3.96 5.07
C 12.33 -3.20 3.76
Cl 11.20 -2.57 2.54
Cl 13.30 -1.87 4.41
Cl 13.40 -4.40 3.01
Cl -10.96 9.36 -1.11
C -10.58 7.92 -2.07
Cl -10.35 8.38 -3.76
Cl -9.10 7.17 -1.45
Cl -11.92 6.76 -1.95
Cl -16.28 10.30 0.49
C -14.86 10.66 -0.50
Cl -13.62 11.45 0.50
Cl -14.20 9.16 -1.18
Cl -15.32 11.75 -1.82
Cl 15.12 -11.46 6.90
C 14.02 -11.28 5.51
Cl 12.37 -11.67 6.01
Cl 14.08 -9.61 4.93
Cl 14.53 -12.37 4.21
Cl -3.19 -3.29 -8.30
C -3.38 -1.74 -7.46
Cl -2.71 -1.86 -5.83
Cl -2.53 -0.47 -8.35
Cl -5.10 -1.33 -7.36
B -1.28 0.74 0.21
C -1.99 2.18 0.07
I -1.85 2.65 -2.08
C -3.46 2.21 0.59
C -4.43 1.30 -0.23
H -1.91 -0.13 0.70
H -0.20 0.61 -0.24
H -1.41 2.97 0.57
H -3.46 1.89 1.66
H -3.90 3.23 0.59
H -4.47 1.58 -1.29
H -5.47 1.36 0.15
H -4.12 0.25 -0.13

ΔE to the lowest compared entry with this formula, charge and spin: 38.9 kJ/mol
SMILES: ClC(Cl)(Cl)Cl.ClC(Cl)(Cl)Cl.ClC(Cl)(Cl)Cl.ClC(Cl)(Cl)Cl.ClC(Cl)(Cl)Cl.ClC(Cl)(Cl)Cl.ClC(Cl)(Cl)Cl.ClC(Cl)(Cl)Cl.ClC(Cl)(Cl)Cl.ClC(Cl)(Cl)Cl.B[C@@H](I)CC
HOMO energy: -9.376 eV
multiplicity: 1
HOMO-LUMO gap: 9.223 eV
E_LUMO: -0.15 eV

=====

3.
C13H8Cl2N2O3 in the gas phase, computed with wB97M-V/def2-TZVPD.

Geometry (Å):
O -0.58 -1.50 2.04
C -0.22 -0.38 1.79
O -0.87 0.70 2.24
C 1.00 -0.05 1.00
C 2.04 -0.96 1.05
C 3.24 -0.71 0.40
Cl 4.51 -1.86 0.46
C 3.40 0.49 -0.30
Cl 4.88 0.84 -1.09
C 2.35 1.40 -0.36
C 1.14 1.13 0.26
C 0.05 2.15 0.12
O 0.22 3.32 0.40
N -1.14 1.71 -0.37
C -1.51 0.42 -0.75
C -2.78 -0.06 -0.43
C -3.12 -1.35 -0.80
C -2.18 -2.11 -1.49
N -1.00 -1.64 -1.84
C -0.67 -0.42 -1.49
H -1.62 0.43 2.79
H 1.91 -1.88 1.60
H 2.47 2.32 -0.91
H -1.89 2.39 -0.29
H -3.47 0.56 0.11
H -4.08 -1.76 -0.55
H -2.39 -3.12 -1.79
H 0.30 -0.08 -1.82

SMILES: O=C(O)c1cc(Cl)c(Cl)cc1C(=O)Nc1cccnc1
HOMO energy: -9.123 eV
multiplicity: 1
HOMO-LUMO gap: 8.915 eV
E_LUMO: -0.21 eV

=====

We obtain E_tot values of -142699.010, -523280.428, -47779.365 eV for the records listed above, in that order.
We obtain maximum force values of 2.511, 1.638, 0.661 eV/Å for the records listed above, in that order.